Record 1
Below is a cluster of 5 separate species, H10O5 in total, with properties calculated with ωB97M-V/def2-TZVPD.

```
! RIJCOSX wB97M-V def2-TZVPD def2/J DEFGRID3
* xyz 0 1
O 2.005 -0.529 -1.195
H 1.673 0.038 -1.860
H 1.398 -0.411 -0.434
O 0.216 -1.033 0.740
H 0.178 -1.517 1.559
H -0.333 -0.259 0.872
O 0.840 -2.563 -2.485
H 0.125 -2.939 -2.014
H 1.276 -2.102 -1.805
O -1.654 0.917 0.696
H -2.127 0.494 -0.019
H -2.341 1.023 1.395
O -0.579 3.323 1.437
H 0.256 3.101 1.840
H -0.936 2.463 1.269
*
```

Properties
Energy relative to the best compared isomer or geometry (same formula, charge and spin) ... 1.147 eV
HOMO level ... -10.5633 eV
Energy ... -382.1820 Eh
HOMO-LUMO gap ... 10.3867 eV
LUMO level ... -0.1766 eV

Record 2
Below is an isolated molecule of C18H23N5OS, with properties calculated with ωB97M-V/def2-TZVPD.

```
! RIJCOSX wB97M-V def2-TZVPD def2/J DEFGRID3
* xyz 0 1
N -9.862 0.980 -1.791
C -8.961 0.566 -1.213
C -7.847 0.049 -0.483
N -7.454 -1.162 -0.634
N -6.394 -1.405 0.159
C -5.918 -0.385 0.978
N -4.974 -0.383 1.809
C -4.194 -1.602 1.958
C -3.111 -1.743 0.888
C -2.356 -3.083 1.025
C -0.890 -2.731 0.794
C -0.763 -1.366 1.465
N 0.484 -0.717 1.098
C 0.705 0.619 1.207
O -0.075 1.397 1.717
C 1.992 1.041 0.653
C 3.051 1.407 0.221
C 4.339 1.842 -0.317
C 5.275 0.651 -0.561
C 6.615 1.116 -1.124
C 6.426 1.928 -2.402
C 5.493 3.112 -2.165
C 4.148 2.655 -1.607
C -2.030 -0.641 0.989
S -6.947 1.023 0.656
H -5.993 -2.325 0.121
H -3.713 -1.569 2.939
H -4.834 -2.498 1.961
H -3.588 -1.686 -0.094
H -2.480 -3.472 2.041
H -2.721 -3.850 0.342
H -0.197 -3.477 1.188
H -0.690 -2.611 -0.276
H -0.804 -1.492 2.553
H 1.203 -1.269 0.663
H 4.804 2.497 0.430
H 5.415 0.098 0.370
H 4.792 -0.030 -1.269
H 7.124 1.733 -0.376
H 7.259 0.254 -1.309
H 7.391 2.274 -2.777
H 5.999 1.283 -3.178
H 5.961 3.804 -1.457
H 5.338 3.668 -3.092
H 3.636 2.026 -2.342
H 3.498 3.508 -1.409
H -1.828 -0.206 0.008
H -2.323 0.174 1.645
*
```

Properties
Energy relative to the best compared isomer or geometry (same formula, charge and spin) ... 2.767 eV
HOMO level ... -8.8386 eV
Energy ... -1446.8413 Eh
HOMO-LUMO gap ... 8.9477 eV
LUMO level ... 0.1092 eV

Record 3
Below is a structure of composition C35H49IN17O, with properties calculated with ωB97M-V/def2-TZVPD.

```
! RIJCOSX wB97M-V def2-TZVPD def2/J DEFGRID3
* xyz 1 1
C -2.725 -0.245 -1.068
C -2.395 0.086 0.180
N -1.910 0.737 1.429
C -2.371 2.169 1.450
C -2.974 3.274 1.873
C -0.435 0.646 1.617
N 0.473 0.154 0.576
C 0.713 1.162 -0.511
C 1.242 0.301 -1.817
C 2.859 0.221 -1.920
I 0.577 -1.783 -1.428
N 0.150 0.974 2.808
N -0.542 1.421 3.928
C -1.108 0.372 4.566
O -2.004 -0.454 4.928
H -2.905 -0.505 -2.176
H -3.520 4.191 2.333
H 1.419 -0.078 0.953
H -0.288 1.636 -0.827
H 1.527 1.951 -0.227
H 0.715 0.606 -2.791
H 3.380 1.027 -1.263
H 3.225 -0.821 -1.547
H 3.125 0.324 -3.048
H 1.193 0.887 2.892
C 0.705 5.113 4.189
C 0.661 4.825 2.712
N 0.627 4.594 1.535
H 1.563 5.748 4.418
H -0.209 5.626 4.495
H 0.794 4.179 4.748
C -4.227 -4.062 -0.189
C -4.331 -3.870 -1.678
N -4.413 -3.717 -2.865
H -5.141 -4.522 0.192
H -3.378 -4.709 0.044
H -4.083 -3.096 0.301
C 2.168 -5.465 -2.976
C 3.317 -4.493 -2.987
N 4.225 -3.709 -2.992
H 1.567 -5.318 -2.078
H 1.538 -5.309 -3.854
H 2.546 -6.489 -2.988
C 4.184 6.935 2.063
C 4.059 6.334 3.437
N 3.958 5.854 4.532
H 3.224 6.885 1.545
H 4.493 7.980 2.142
H 4.930 6.387 1.484
C -4.296 2.678 -3.881
C -2.844 2.438 -3.565
N -1.663 2.247 -3.306
H -4.924 2.039 -3.257
H -4.551 3.722 -3.691
H -4.490 2.450 -4.931
C 4.206 -0.733 4.233
C 3.440 -0.436 2.973
N 2.829 -0.200 1.967
H 3.934 -1.721 4.610
H 5.278 -0.713 4.030
H 3.974 0.015 4.994
C 3.159 -5.284 5.481
C 4.290 -4.290 5.491
N 5.192 -3.499 5.498
H 2.541 -5.153 6.372
H 2.540 -5.133 4.593
H 3.557 -6.300 5.469
C 5.870 8.704 6.051
C 5.789 8.895 4.560
N 5.724 9.047 3.373
H 4.958 8.227 6.414
H 6.726 8.072 6.298
H 5.988 9.671 6.544
C -3.814 -0.918 7.222
C -4.892 -1.855 7.698
N -5.750 -2.601 8.077
H -4.237 0.071 7.035
H -3.033 -0.834 7.980
H -3.374 -1.297 6.300
C -2.087 -0.622 -5.358
C -2.199 -0.421 -6.845
N -2.289 -0.261 -8.030
H -2.993 -1.100 -4.977
H -1.228 -1.258 -5.132
H -1.955 0.341 -4.859
C 2.595 -5.614 -7.300
C 1.713 -6.535 -6.499
N 1.004 -7.278 -5.862
H 2.232 -5.554 -8.328
H 2.585 -4.614 -6.860
H 3.619 -5.991 -7.304
C -6.704 2.777 -7.876
C -6.801 2.169 -6.502
N -6.879 1.684 -5.408
H -7.676 2.735 -8.371
H -6.388 3.820 -7.799
H -5.975 2.227 -8.475
C -1.827 -6.311 -2.881
C -0.821 -6.264 -1.762
N -0.020 -6.226 -0.871
H -1.312 -6.339 -3.844
H -2.449 -7.202 -2.785
H -2.465 -5.425 -2.844
*
```

Properties
HOMO level ... -11.0940 eV
Energy ... -2665.9927 Eh
HOMO-LUMO gap ... 7.1790 eV
LUMO level ... -3.9150 eV

Record 4
Below is a structure of composition C6H25BN3O2PSi2, with properties calculated with ωB97M-V/def2-TZVPD.

```
! RIJCOSX wB97M-V def2-TZVPD def2/J DEFGRID3
* xyz 0 1
N -6.503 -1.759 -3.165
P -5.079 -2.437 -2.677
Si -3.530 -1.502 -3.918
O -1.882 -1.709 -3.346
Si -1.813 -2.237 -1.672
B -1.982 -0.731 -0.414
N -1.905 -1.017 1.079
O -2.142 0.673 -0.843
H -6.962 -1.301 -2.322
H -5.156 -3.862 -2.981
H -4.974 -2.159 -1.259
H -3.925 -0.116 -4.166
H -3.590 -2.176 -5.241
H -0.428 -2.733 -1.458
H -2.686 -3.355 -1.338
H -2.806 -0.835 1.573
H -1.558 -1.994 1.215
H -2.946 1.111 -0.435
C 3.627 3.413 2.390
C 2.649 2.656 1.496
N 3.236 1.480 0.849
C 2.411 0.943 -0.238
C 1.041 0.382 0.127
C 3.832 0.478 1.735
C 2.944 -0.131 2.815
H 4.540 3.677 1.845
H 3.167 4.343 2.741
H 3.905 2.832 3.274
H 2.321 3.360 0.721
H 1.759 2.396 2.080
H 2.976 0.170 -0.775
H 2.262 1.741 -0.976
H 1.118 -0.580 0.636
H 0.459 0.212 -0.785
H 0.465 1.066 0.757
H 4.700 0.933 2.228
H 4.263 -0.333 1.134
H 2.377 0.623 3.367
H 3.567 -0.662 3.543
H 2.246 -0.860 2.403
*
```

Properties
HOMO level ... -8.0527 eV
Energy ... -1503.5442 Eh
HOMO-LUMO gap ... 7.8706 eV
LUMO level ... -0.1821 eV

Copy entry 1 word for word.
Below is a cluster of 5 separate species, H10O5 in total, with properties calculated with ωB97M-V/def2-TZVPD.

```
! RIJCOSX wB97M-V def2-TZVPD def2/J DEFGRID3
* xyz 0 1
O 2.005 -0.529 -1.195
H 1.673 0.038 -1.860
H 1.398 -0.411 -0.434
O 0.216 -1.033 0.740
H 0.178 -1.517 1.559
H -0.333 -0.259 0.872
O 0.840 -2.563 -2.485
H 0.125 -2.939 -2.014
H 1.276 -2.102 -1.805
O -1.654 0.917 0.696
H -2.127 0.494 -0.019
H -2.341 1.023 1.395
O -0.579 3.323 1.437
H 0.256 3.101 1.840
H -0.936 2.463 1.269
*
```

Properties
Energy relative to the best compared isomer or geometry (same formula, charge and spin) ... 1.147 eV
HOMO level ... -10.5633 eV
Energy ... -382.1820 Eh
HOMO-LUMO gap ... 10.3867 eV
LUMO level ... -0.1766 eV

- Number 4 is which compound?
  C6H25BN3O2PSi2

- Number 3 is which compound?
  C35H49IN17O

- Which of these has the lowest HOMO level?
  C35H49IN17O